113
Properties=species:S:1:pos:R:3 method="wB97M-V/def2-TZVPD" charge=-1
C -3.716 1.676 -3.473
C -3.258 0.159 -3.119
O -2.173 -0.280 -3.721
O -3.952 -0.775 -2.248
C -3.578 -0.602 -0.838
O -2.768 -1.472 -0.288
C -4.242 0.649 -0.025
In -2.681 2.104 0.759
C -0.675 1.723 -0.311
C 0.068 3.192 -0.371
C -0.332 4.003 -1.729
I -1.339 5.877 -1.114
H -4.195 1.668 -4.528
H -2.725 2.313 -3.518
H -4.412 2.174 -2.693
H -4.947 0.243 0.831
H -4.916 1.239 -0.780
H -3.171 3.778 0.231
H -2.453 2.038 2.548
H -0.060 0.931 0.278
H -0.844 1.265 -1.386
H 1.217 3.078 -0.202
H -0.331 3.826 0.540
H -1.101 3.453 -2.409
H 0.587 4.258 -2.400
C -1.274 -4.304 0.663
C -0.527 -4.781 -0.576
O 0.668 -5.387 -0.080
S 0.358 -6.059 1.369
O 0.103 -7.462 1.170
O 1.324 -5.566 2.314
O -1.063 -5.319 1.647
H -0.852 -3.369 1.043
H -2.341 -4.170 0.475
H -0.290 -3.963 -1.259
H -1.098 -5.547 -1.110
C 0.792 -10.261 -0.874
C 1.735 -9.411 -1.716
O 2.031 -10.207 -2.862
S 0.737 -11.131 -3.215
O -0.012 -10.472 -4.255
O 1.167 -12.505 -3.306
O -0.057 -10.927 -1.809
H 1.342 -11.022 -0.312
H 0.199 -9.658 -0.183
H 2.650 -9.150 -1.181
H 1.241 -8.496 -2.059
C -1.814 9.681 3.456
C -1.891 9.999 1.967
O -1.661 8.756 1.308
S -2.253 7.550 2.228
O -3.562 7.211 1.737
O -1.215 6.577 2.425
O -2.432 8.404 3.603
H -0.775 9.596 3.788
H -2.330 10.427 4.064
H -1.151 10.740 1.661
H -2.891 10.348 1.690
C 5.065 5.790 1.169
C 4.043 5.261 2.168
O 2.991 4.720 1.372
S 3.619 4.127 -0.007
O 3.800 2.711 0.156
O 2.908 4.702 -1.115
O 5.077 4.844 0.101
H 4.755 6.758 0.763
H 6.061 5.883 1.607
H 3.663 6.043 2.828
H 4.463 4.449 2.770
C 1.508 12.181 4.948
C 2.436 13.040 4.097
O 2.745 12.239 2.958
S 1.466 11.291 2.614
O 0.704 11.926 1.572
O 1.917 9.930 2.535
O 0.670 11.493 4.020
H 2.072 11.434 5.515
H 0.906 12.780 5.634
H 3.347 13.321 4.628
H 1.927 13.943 3.746
C 6.010 -13.141 -2.447
C 5.805 -14.132 -3.587
O 4.420 -14.040 -3.917
S 3.911 -12.516 -3.652
O 3.935 -11.809 -4.906
O 2.745 -12.564 -2.805
O 5.187 -12.020 -2.764
H 5.665 -13.558 -1.495
H 7.053 -12.832 -2.351
H 6.066 -15.153 -3.303
H 6.382 -13.841 -4.470
C -9.128 -0.348 -1.907
C -8.588 -0.684 -3.292
O -7.457 0.168 -3.468
S -6.752 0.419 -2.021
O -5.642 -0.501 -1.894
O -6.621 1.837 -1.821
O -7.978 -0.125 -1.094
H -9.715 0.576 -1.926
H -9.736 -1.156 -1.494
H -9.325 -0.512 -4.079
H -8.240 -1.721 -3.340
C 4.259 -2.295 2.151
C 2.772 -2.588 2.320
O 2.253 -1.473 3.040
S 3.091 -0.140 2.630
O 2.347 0.563 1.618
O 3.563 0.488 3.834
O 4.343 -0.891 1.910
H 4.811 -2.518 3.069
H 4.697 -2.851 1.320
H 2.590 -3.516 2.864
H 2.266 -2.630 1.351

14
Properties=species:S:1:pos:R:3 method="wB97M-V/def2-TZVPD" charge=0 relative_energy_kj_mol=113.8
H 3.624 1.550 0.149
N 3.010 0.737 0.162
C 1.807 1.098 -0.045
N 0.800 0.138 -0.056
C -0.528 0.357 -0.333
O -0.897 1.620 -0.611
N -1.517 -0.442 -0.375
C -1.495 -1.824 -0.021
H 1.437 2.118 -0.221
H 1.108 -0.814 0.114
H -1.845 1.328 -0.699
H -1.079 -1.984 0.983
H -0.945 -2.441 -0.744
H -2.533 -2.171 -0.010

no.,HOMO level (eV),gap between HOMO and LUMO (eV),calculated total energy (Eh)
1,-4.15,5.44,-7209.48645
2,-9.18,10.05,-358.00653